# 1
C6H7N | wB97M-V/def2-TZVPD

Summary:
spin multiplicity: 1
energy relative to the best compared isomer or geometry (same formula, charge and spin): 87.2 kcal/mol
E_HOMO: -9.1 eV
LUMO level: 0.7 eV

XYZ file:
```
14
C6H7N (wB97M-V/def2-TZVPD)
N 1.8217 0.0828 -2.9550
C 1.4871 0.0499 -1.8515
C 1.0209 -0.0109 -0.4808
C -0.0622 -1.0620 -0.1486
C -1.3941 0.0246 1.8081
C -0.6456 -0.0122 0.7086
C 0.0716 1.1311 0.0074
H 1.8502 -0.1370 0.2139
H -0.7041 -1.2994 -1.0165
H 0.1856 -1.9709 0.3893
H -1.6344 -0.9477 2.2351
H -2.0824 0.6282 1.2087
H -0.4236 1.6588 -0.8135
H 0.5093 1.8645 0.6949
```

From a Mulliken analysis of the wavefunction, the atomic charges in e read: atom 1 (N): -0.409, atom 2 (C): -0.130, atom 3 (C): 0.474, atom 4 (C): -0.817, atom 5 (C): -0.878, atom 6 (C): 0.504, atom 7 (C): -0.789, atom 8 (H): 0.309, atom 9 (H): 0.255, atom 10 (H): 0.354, atom 11 (H): 0.221, atom 12 (H): 0.313, atom 13 (H): 0.330, atom 14 (H): 0.264

***

# 2
C37H36Cl3N4O2PPtS2 | wB97M-V/def2-TZVPD

Summary:
spin multiplicity: 3
energy relative to the best compared isomer or geometry (same formula, charge and spin): 63.2 kcal/mol
net charge: +2
E_HOMO (spin up / spin down): -9.8 / -12.2 eV
LUMO level (spin up / spin down): -6.3 / -9.6 eV

XYZ file:
```
86
C37H36Cl3N4O2PPtS2 (wB97M-V/def2-TZVPD)
Pt 0.7160 -25.1762 -5.9040
N -0.9972 -26.5741 -3.7996
P -1.3051 -25.8646 -5.3386
C -1.7964 -27.3459 -6.2589
C -2.9455 -27.9316 -5.7475
C -3.5814 -28.9870 -6.3791
C -3.0970 -29.4611 -7.5826
C -1.9044 -28.8786 -8.0549
C -1.2542 -27.8014 -7.4332
C -2.7780 -24.9910 -5.0266
C -3.6875 -24.9131 -6.0975
C -4.6912 -23.9843 -6.0494
C -4.8974 -23.3553 -4.8068
C -4.0430 -23.3808 -3.7470
C -2.9450 -24.2439 -3.8602
C 0.2240 -26.2941 -3.2370
C 0.4871 -26.6086 -1.9209
C 1.8124 -26.5327 -1.4771
C 2.7804 -25.9315 -2.3297
C 2.4437 -25.5360 -3.6139
N 1.2052 -25.7935 -4.1236
H -1.7701 -26.7047 -3.1715
H -3.5037 -27.4358 -4.9520
H -4.3535 -29.4685 -5.8423
H -3.7696 -29.9800 -8.2693
H -1.5309 -29.1326 -9.0433
H -0.5416 -27.1623 -7.9173
H -3.6112 -25.4859 -7.0283
H -5.3462 -23.6605 -6.8835
H -5.8701 -22.9069 -4.6171
H -4.2345 -22.9041 -2.7992
H -2.1945 -24.3227 -3.0254
H -0.3250 -27.0778 -1.3647
H 2.0728 -26.7880 -0.4658
H 3.7953 -25.7255 -2.0008
H 3.1664 -25.0679 -4.2980
O 0.2066 -24.7328 -7.9857
S 1.0521 -25.1780 -9.2153
C 1.7826 -26.9226 -9.1987
C 1.3077 -27.5402 -10.5344
C 0.0493 -26.8528 -11.1760
C -0.1390 -25.4460 -10.5803
H 1.5056 -27.3026 -8.2347
H 2.8532 -26.7039 -9.2132
H 1.1984 -28.6111 -10.3783
H 2.1514 -27.3227 -11.2492
H -0.8470 -27.4086 -10.9688
H 0.0652 -26.7946 -12.2335
H -1.2135 -25.2706 -10.2425
H 0.0549 -24.6363 -11.3424
Cl 2.7501 -15.7021 0.0869
C 2.1520 -16.7647 -1.0578
C 1.6681 -16.2769 -2.2892
C 1.2083 -17.1355 -3.2399
C 1.1796 -18.5394 -3.0411
C 0.9300 -19.4378 -4.2635
C 2.2308 -20.1098 -4.6812
N 2.0871 -21.2088 -5.7245
C 2.9793 -21.4583 -6.7934
C 2.8995 -22.8036 -6.9621
N 1.7635 -23.3409 -6.2064
C 1.4091 -22.3533 -5.4398
O 0.5489 -18.5210 -5.2863
C -0.5907 -18.9135 -6.1666
C -1.9127 -18.6680 -5.5185
C -2.4350 -17.4688 -5.0657
Cl -1.7986 -15.8355 -5.0857
S -3.9346 -17.6081 -4.2497
C -3.7705 -19.3593 -4.3190
C -2.7525 -19.7566 -5.1434
C 1.6004 -19.0159 -1.7945
Cl 1.6305 -20.7135 -1.3925
C 2.1542 -18.1431 -0.8129
H 1.7270 -15.2034 -2.3996
H 0.7845 -16.6612 -4.1103
H 0.1668 -20.2160 -4.0627
H 2.6971 -20.4131 -3.7508
H 2.7476 -19.2093 -5.1177
H 3.7560 -20.7055 -6.9736
H 3.4270 -23.4309 -7.6320
H 0.5754 -22.4329 -4.6947
H -0.4881 -20.0225 -6.4411
H -0.4647 -18.3116 -7.0952
H -4.4772 -19.9659 -3.7751
H -2.6396 -20.7791 -5.4765
H 2.3829 -18.4313 0.2107
```

From a Mulliken analysis of the wavefunction, the atomic charges in e read: atom 1 (Pt): 1.219, atom 2 (N): -0.078, atom 3 (P): 0.891, atom 4 (C): 0.497, atom 5 (C): -0.871, atom 6 (C): -0.723, atom 7 (C): -0.843, atom 8 (C): -0.525, atom 9 (C): 0.420, atom 10 (C): 0.651, atom 11 (C): -0.550, atom 12 (C): -0.937, atom 13 (C): -0.684, atom 14 (C): -0.649, atom 15 (C): -0.288, atom 16 (C): 0.444, atom 17 (C): -0.777, atom 18 (C): -0.517, atom 19 (C): -0.767, atom 20 (C): 0.113, atom 21 (N): -0.207, atom 22 (H): 0.396, atom 23 (H): 0.289, atom 24 (H): 0.457, atom 25 (H): 0.378, atom 26 (H): 0.331, atom 27 (H): -0.279, atom 28 (H): 0.362, atom 29 (H): 0.430, atom 30 (H): 0.432, atom 31 (H): 0.540, atom 32 (H): 0.270, atom 33 (H): 0.409, atom 34 (H): 0.442, atom 35 (H): 0.398, atom 36 (H): 0.444, atom 37 (O): -0.726, atom 38 (S): 0.219, atom 39 (C): -0.680, atom 40 (C): -0.648, atom 41 (C): -0.680, atom 42 (C): -0.523, atom 43 (H): 0.525, atom 44 (H): 0.483, atom 45 (H): 0.336, atom 46 (H): 0.313, atom 47 (H): 0.201, atom 48 (H): 0.425, atom 49 (H): 0.261, atom 50 (H): 0.436, atom 51 (Cl): -0.172, atom 52 (C): 0.557, atom 53 (C): -0.954, atom 54 (C): -0.326, atom 55 (C): -0.235, atom 56 (C): 0.385, atom 57 (C): -1.138, atom 58 (N): 0.517, atom 59 (C): -0.521, atom 60 (C): -0.956, atom 61 (N): -0.343, atom 62 (C): -0.012, atom 63 (O): -0.378, atom 64 (C): -0.565, atom 65 (C): 0.127, atom 66 (C): 0.615, atom 67 (Cl): -0.033, atom 68 (S): -0.048, atom 69 (C): -0.447, atom 70 (C): -0.259, atom 71 (C): 0.730, atom 72 (Cl): -0.158, atom 73 (C): -0.962, atom 74 (H): 0.419, atom 75 (H): 0.339, atom 76 (H): 0.480, atom 77 (H): 0.493, atom 78 (H): 0.381, atom 79 (H): 0.418, atom 80 (H): 0.562, atom 81 (H): 0.386, atom 82 (H): 0.223, atom 83 (H): 0.368, atom 84 (H): 0.465, atom 85 (H): 0.605, atom 86 (H): 0.379

***

# 3
C4H11NO | wB97M-V/def2-TZVPD

Summary:
spin multiplicity: 1
energy relative to the best compared isomer or geometry (same formula, charge and spin): 56.4 kcal/mol
E_HOMO: -7.2 eV
LUMO level: 0.6 eV
SMILES string: C/C=C/NC.O

XYZ file:
```
17
C4H11NO (wB97M-V/def2-TZVPD)
C 3.1859 0.0481 -0.3308
C 1.7816 0.7324 -0.3661
C 0.6728 -0.1135 -0.2822
N -0.5561 0.3245 0.0105
C -1.0327 1.6659 -0.2825
H 3.6853 0.4479 -1.2263
H 3.7032 0.4117 0.5315
H 2.8518 -1.0062 -0.5910
H 1.6735 1.7878 -0.4113
H 0.7630 -1.2136 -0.3701
H -1.2666 -0.3267 0.3783
H -0.4111 2.0132 -1.1463
H -2.1486 1.7475 -0.2919
H -0.6954 2.3947 0.4907
O -4.0804 -2.5750 1.4698
H -4.7281 -3.0619 0.9106
H -3.3981 -3.2767 1.5070
```

From a Mulliken analysis of the wavefunction, the atomic charges in e read: atom 1 (C): -0.976, atom 2 (C): -0.239, atom 3 (C): -0.156, atom 4 (N): -0.158, atom 5 (C): -0.855, atom 6 (H): 0.247, atom 7 (H): 0.312, atom 8 (H): 0.251, atom 9 (H): 0.316, atom 10 (H): 0.220, atom 11 (H): 0.205, atom 12 (H): 0.265, atom 13 (H): 0.286, atom 14 (H): 0.280, atom 15 (O): -0.643, atom 16 (H): 0.322, atom 17 (H): 0.322

***

# 4
C22H23Br2N3O3 | wB97M-V/def2-TZVPD

Summary:
spin multiplicity: 1
E_HOMO: -8.3 eV
LUMO level: 0.3 eV

XYZ file:
```
53
C22H23Br2N3O3 (wB97M-V/def2-TZVPD)
C -8.9100 -0.8470 0.4696
H -9.0009 -1.0806 -0.5966
O -7.8675 -1.5730 1.0714
C -6.5931 -1.3677 0.6292
C -6.2343 -0.5058 -0.4003
C -4.9050 -0.3841 -0.7664
C -3.9128 -1.1068 -0.1231
C -4.2775 -1.9615 0.9102
C -5.5983 -2.0974 1.2801
H -5.8890 -2.7617 2.0785
H -3.5193 -2.5297 1.4298
C -2.4726 -0.9312 -0.5091
H -2.3643 -0.9923 -1.5962
C -1.9478 0.4421 -0.0883
O -2.6556 1.3829 0.1782
N -0.5812 0.4754 -0.0875
C 0.2700 1.5312 0.2362
C 1.6346 1.3181 0.0917
C 2.5679 2.3008 0.4130
C 2.1016 3.5305 0.8808
C 0.7420 3.7479 1.0129
C -0.1803 2.7666 0.6987
H -1.2364 2.9437 0.8103
H 0.3911 4.7027 1.3749
H 2.7861 4.3186 1.1496
C 3.9984 2.0045 0.2732
N 4.2858 0.8187 -0.1093
N 5.5467 0.3658 -0.2486
C 5.8068 -0.9209 -0.5898
O 6.9369 -1.3531 -0.6338
C 4.5889 -1.7582 -0.9311
C 3.7874 -2.2783 0.2214
C 4.6735 -3.2108 -0.5356
H 4.2103 -3.9505 -1.1741
H 5.5870 -3.5470 -0.0637
Br 1.8860 -2.4918 0.0427
Br 4.2395 -1.7728 2.0285
C 3.9293 -1.3513 -2.2279
H 3.1152 -2.0277 -2.4800
H 4.6646 -1.3836 -3.0302
H 3.5387 -0.3378 -2.1510
H 6.3593 0.9389 -0.0184
C 4.9857 3.0888 0.5998
H 4.7447 3.9861 0.0332
H 6.0097 2.8074 0.3636
H 4.9324 3.3255 1.6616
H 1.9926 0.3704 -0.2729
H -0.1034 -0.3807 -0.3374
H -1.8558 -1.7111 -0.0589
H -4.6385 0.2939 -1.5631
H -6.9761 0.0772 -0.9231
H -8.7734 0.2322 0.5943
H -9.8196 -1.1557 0.9829
```

From a Mulliken analysis of the wavefunction, the atomic charges in e read: atom 1 (C): -0.827, atom 2 (H): 0.330, atom 3 (O): -0.452, atom 4 (C): 0.849, atom 5 (C): -0.377, atom 6 (C): -0.762, atom 7 (C): 0.276, atom 8 (C): -0.405, atom 9 (C): -0.693, atom 10 (H): 0.413, atom 11 (H): 0.314, atom 12 (C): -0.816, atom 13 (H): 0.371, atom 14 (C): 0.676, atom 15 (O): -0.641, atom 16 (N): 0.092, atom 17 (C): 0.269, atom 18 (C): 0.681, atom 19 (C): 0.837, atom 20 (C): -0.810, atom 21 (C): -1.056, atom 22 (C): -0.675, atom 23 (H): 0.538, atom 24 (H): 0.362, atom 25 (H): 0.364, atom 26 (C): 0.897, atom 27 (N): 0.386, atom 28 (N): -0.532, atom 29 (C): -0.258, atom 30 (O): -0.647, atom 31 (C): 1.344, atom 32 (C): 0.194, atom 33 (C): -0.808, atom 34 (H): 0.271, atom 35 (H): 0.278, atom 36 (Br): -0.126, atom 37 (Br): -0.087, atom 38 (C): -1.525, atom 39 (H): 0.377, atom 40 (H): 0.415, atom 41 (H): 0.265, atom 42 (H): 0.162, atom 43 (C): -1.785, atom 44 (H): 0.369, atom 45 (H): 0.356, atom 46 (H): 0.353, atom 47 (H): -0.337, atom 48 (H): -0.079, atom 49 (H): 0.371, atom 50 (H): 0.345, atom 51 (H): 0.371, atom 52 (H): 0.337, atom 53 (H): 0.238

***

no.,F_max (eV/A)
1,2.74
2,4.09
3,4.33
4,1.31